{"formula": "C2HNO2", "method": "ωB97M-V/def2-TZVPD", "elements": ["O", "C", "O", "C", "N", "H"], "coordinates": [[0.096, 1.265, 1.135], [1.073, 0.979, 0.655], [2.093, 0.708, 0.256], [-1.094, -1.094, -0.696], [-0.971, -0.350, -1.560], [-1.197, -1.509, 0.210]], "e_above_lowest_kcal_mol": 4.9, "molar_mass_g_mol": 71.0, "smiles": "O=C=O.C#N", "e_homo_ev": -12.86}

***

{"formula": "CH4O3", "method": "ωB97M-V/def2-TZVPD", "elements": ["O", "C", "O", "H", "H", "O", "H", "H"], "coordinates": [[1.056, 0.721, 0.038], [0.528, -0.212, 0.676], [0.562, -1.468, 0.208], [0.216, -0.176, 1.725], [0.888, -1.401, -0.711], [-1.366, 1.025, -0.443], [-0.343, 1.284, -0.531], [-1.541, 0.226, -0.962]], "e_above_lowest_kcal_mol": 20.6, "molar_mass_g_mol": 64.0, "smiles": "O=CO.O", "e_homo_ev": -10.91}

***

{"formula": "C12H26ClN6O3", "method": "ωB97M-V/def2-TZVPD", "elements": ["N", "C", "C", "N", "C", "N", "C", "N", "C", "C", "O", "Cl", "N", "H", "H", "H", "H", "H", "H", "H", "H", "H", "H", "H", "C", "O", "C", "C", "N", "C", "C", "O", "C", "H", "H", "H", "H", "H", "H", "H", "H", "H", "H", "H", "H", "H", "H", "H"], "coordinates": [[1.290, 0.940, 1.486], [1.098, 0.840, 0.044], [2.478, 0.649, -0.789], [3.575, 1.226, 0.006], [4.488, 0.696, 0.817], [5.231, 1.730, 1.291], [4.742, 2.878, 0.771], [5.150, 4.122, 0.994], [4.428, 5.202, 0.293], [4.834, 6.622, 0.749], [5.140, 7.403, -0.061], [4.796, 7.100, 2.468], [3.693, 2.556, -0.055], [1.826, 0.169, 1.869], [1.648, 1.843, 1.779], [0.495, -0.059, -0.181], [0.659, 1.790, -0.317], [2.668, -0.408, -1.046], [2.383, 1.224, -1.738], [4.569, -0.379, 1.003], [5.926, 4.267, 1.632], [3.339, 5.075, 0.526], [4.572, 5.034, -0.796], [3.074, 3.105, -0.638], [-5.898, -1.918, 0.619], [-4.776, -2.476, 1.282], [-4.563, -3.857, 1.006], [-3.359, -4.061, 0.097], [-3.624, -3.596, -1.261], [-2.434, -3.462, -2.101], [-1.310, -2.532, -1.635], [-1.635, -1.147, -1.671], [-2.403, -0.686, -0.570], [-6.116, -0.955, 1.083], [-5.691, -1.742, -0.441], [-6.779, -2.555, 0.723], [-5.460, -4.335, 0.600], [-4.344, -4.332, 1.966], [-3.109, -5.126, 0.066], [-2.517, -3.527, 0.553], [-4.080, -2.694, -1.218], [-2.781, -3.101, -3.073], [-2.018, -4.462, -2.269], [-0.485, -2.653, -2.343], [-0.906, -2.810, -0.655], [-2.140, -1.190, 0.362], [-3.469, -0.788, -0.780], [-2.205, 0.382, -0.449]], "total_charge": 1, "molar_mass_g_mol": 337.8, "e_homo_ev": -10.53}

***

{"formula": "C12H22CoN4O", "method": "ωB97M-V/def2-TZVPD", "elements": ["Co", "C", "C", "N", "C", "C", "C", "C", "C", "C", "C", "N", "C", "C", "N", "N", "H", "H", "H", "H", "H", "H", "H", "H", "H", "H", "H", "H", "H", "H", "H", "H", "H", "H", "C", "O", "H", "H", "H", "H"], "coordinates": [[0.591, 0.341, 0.026], [-0.542, 2.403, -1.246], [-0.642, 1.388, -2.342], [0.297, 0.280, -1.975], [-0.191, -1.068, -2.381], [-0.726, -1.771, -1.173], [-1.410, -2.966, -1.206], [-1.767, -3.571, -0.006], [-1.428, -2.973, 1.204], [-0.745, -1.779, 1.186], [-0.225, -1.082, 2.404], [0.242, 0.278, 2.012], [-0.735, 1.362, 2.351], [-0.609, 2.391, 1.269], [-0.774, 1.634, 0.003], [-0.425, -1.187, 0.011], [-1.254, 3.223, -1.363], [0.458, 2.838, -1.189], [-0.418, 1.816, -3.318], [-1.649, 0.968, -2.393], [1.199, 0.458, -2.416], [0.628, -1.644, -2.815], [-0.953, -0.983, -3.157], [-1.649, -3.427, -2.156], [-2.288, -4.520, -0.013], [-1.683, -3.440, 2.147], [0.608, -1.648, 2.826], [-0.984, -1.019, 3.184], [1.124, 0.473, 2.483], [-0.557, 1.785, 3.339], [-1.734, 0.923, 2.358], [0.383, 2.850, 1.258], [-1.341, 3.196, 1.366], [-1.695, 1.192, -0.021], [3.712, 0.231, -0.156], [2.482, 1.019, 0.132], [4.269, 0.116, 0.769], [4.293, 0.757, -0.907], [3.392, -0.738, -0.531], [2.746, 1.896, 0.437]], "e_above_lowest_kcal_mol": 3.2, "total_charge": 3, "molar_mass_g_mol": 297.3, "e_homo_ev": -20.19}

***

{"formula": "C2H2N2O", "method": "ωB97M-V/def2-TZVPD", "elements": ["C", "C", "N", "N", "O", "H", "H"], "coordinates": [[0.374, 1.291, 0.054], [1.067, -0.095, -0.007], [-0.753, 0.643, -0.051], [-0.336, -0.690, -0.317], [2.087, -0.651, 0.166], [-1.717, 0.949, -0.088], [-0.723, -1.447, 0.243]], "e_above_lowest_kcal_mol": 93.2, "molar_mass_g_mol": 70.1, "e_homo_ev": -9.15}

***

no.,DFT total energy (Ha),orbital gap (eV)
1,-282.04726,13.46
2,-266.20320,11.46
3,-1486.96267,7.31
4,-2146.45252,7.52
5,-262.01542,8.81